Entry from OMol25: a cluster of 2 separate species, C3H11NOS2 in total in a non-equilibrium geometry (ωB97M-V/def2-TZVPD).

```
! wB97M-V def2-TZVPD RIJCOSX def2/J DEFGRID3
* xyz -1 2
S 1.21 2.51 -1.76
S 1.92 0.40 -1.41
C 1.26 0.06 0.15
C -0.28 -0.49 0.06
N -0.34 -2.00 -0.28
C -0.06 -2.79 0.93
H 0.79 2.68 -0.42
H 1.74 -0.57 0.90
H 1.36 1.00 0.68
H -0.98 0.15 -0.59
H -0.76 -0.31 1.05
H -0.92 -2.04 -1.14
H 0.79 -2.59 1.57
H 0.11 -3.76 0.56
H -0.97 -2.91 1.61
H -2.07 3.06 -0.91
H -0.96 3.87 -0.70
O -1.84 3.74 -0.31
*
```

Results
**<S²>**: 0.754
**Relative energy (zero: lowest compared OMol25 entry of this formula, charge and spin)**: 51.5 kcal/mol
**Orbital gap (spin up / spin down)**: 4.202 / 6.499 eV
**LUMO level (spin up / spin down)**: 3.58 / 3.54 eV

***

Entry from OMol25: a structure of composition C40H53N4O4P2W in a non-equilibrium geometry (ωB97M-V/def2-TZVPD).

```
! wB97M-V def2-TZVPD RIJCOSX def2/J DEFGRID3
* xyz 3 3
W -0.50 -0.65 -1.02
C -1.52 2.29 1.93
C -1.01 2.78 0.52
C -1.32 4.29 0.27
P -1.50 1.67 -0.88
C -1.73 2.71 -2.48
C -2.39 1.87 -3.56
C -0.46 3.40 -2.98
C -3.20 1.16 -0.55
C -4.34 1.97 -0.49
C -5.57 1.36 -0.29
C -5.68 0.00 -0.27
C -4.57 -0.84 -0.34
C -3.30 -0.24 -0.28
N -2.13 -1.00 0.11
C -2.02 -1.45 1.44
C -3.12 -1.41 2.36
C -2.84 -1.71 3.70
C -1.56 -1.94 4.14
C -0.47 -2.05 3.22
C -0.76 -1.82 1.85
P 0.63 -1.91 0.57
C 2.19 -1.08 1.20
C 3.45 -1.86 1.46
C 1.90 -0.16 2.42
C 1.08 -3.79 0.59
C 1.82 -4.24 -0.69
C -0.05 -4.71 0.88
H -1.17 3.01 2.68
H -1.15 1.30 2.19
H -2.63 2.35 1.89
H 0.12 2.60 0.46
H -2.40 4.45 0.09
H -0.78 4.66 -0.59
H -1.08 4.92 1.14
H -2.40 3.54 -2.09
H -1.62 1.17 -3.98
H -2.74 2.50 -4.41
H -3.30 1.38 -3.16
H -0.02 2.87 -3.80
H 0.29 3.38 -2.15
H -0.57 4.46 -3.18
H -4.23 3.01 -0.75
H -6.45 1.96 -0.15
H -6.60 -0.40 0.10
H -4.55 -1.90 -0.03
H -4.14 -1.22 2.07
H -3.66 -1.70 4.43
H -1.28 -2.07 5.20
H 0.50 -2.27 3.56
H 2.47 -0.39 0.36
H 3.43 -2.56 2.30
H 4.29 -1.16 1.64
H 3.75 -2.38 0.54
H 1.96 -0.79 3.38
H 0.98 0.39 2.30
H 2.74 0.57 2.58
H 1.85 -3.87 1.34
H 2.56 -5.08 -0.48
H 2.35 -3.47 -1.23
H 1.11 -4.71 -1.37
H -0.87 -4.71 0.18
H -0.42 -4.52 1.89
H 0.39 -5.73 0.91
O 3.00 -1.68 -7.60
N 1.92 -1.98 -6.98
O 0.89 -2.30 -7.61
C 1.89 -1.71 -5.60
C 2.99 -1.04 -5.05
C 2.83 -0.46 -3.80
C 3.78 0.37 -3.13
C 3.38 1.15 -2.04
C 2.14 0.94 -1.43
N 1.27 0.03 -1.91
C 1.58 -0.63 -3.09
C 0.55 -1.50 -3.62
N -0.68 -1.59 -2.90
C -1.77 -2.13 -3.49
C -1.66 -2.77 -4.71
C -0.38 -2.84 -5.36
C 0.69 -2.10 -4.88
H 3.91 -1.07 -5.59
H 4.84 0.32 -3.49
H 4.02 1.88 -1.56
H 1.84 1.47 -0.55
H -2.72 -2.01 -2.92
H -2.52 -3.29 -5.13
H -0.25 -3.38 -6.30
C 0.62 0.15 5.81
O 0.53 1.21 4.82
C 0.86 2.56 5.03
C 2.35 2.78 4.68
O 2.42 2.97 3.25
C 3.69 3.25 2.62
H 1.63 0.15 6.27
H 0.56 -0.83 5.25
H -0.17 0.20 6.53
H 0.56 2.96 5.99
H 0.22 3.15 4.37
H 2.92 1.89 5.01
H 2.68 3.68 5.21
H 4.45 3.62 3.31
H 3.41 4.00 1.85
H 4.00 2.35 2.06
*
```

Results
**<S²>**: 2.317
**Orbital gap (spin up / spin down)**: 5.214 / 5.597 eV
**LUMO level (spin up / spin down)**: -10.57 / -10.19 eV

***

Entry from OMol25: a cluster of 2 separate species, C15H22FIN4O3P in total in a non-equilibrium geometry (ωB97M-V/def2-TZVPD).

```
! wB97M-V def2-TZVPD RIJCOSX def2/J DEFGRID3
* xyz 1 1
C -1.29 -1.84 2.71
C -0.79 -2.09 1.25
P -1.36 -0.96 -0.12
C -3.05 -0.21 0.24
C -0.24 0.56 -0.23
C 0.01 1.47 0.80
C -0.57 1.29 2.20
C -0.77 2.60 3.03
C -0.50 2.33 4.54
F -1.71 2.25 5.22
N 0.83 2.50 0.55
C 1.39 2.72 -0.65
C 1.18 1.87 -1.71
N 1.81 2.18 -2.97
C 1.40 3.27 -3.39
O 0.94 4.20 -3.93
C 0.36 0.74 -1.51
C 0.17 -0.23 -2.67
C -0.89 0.22 -3.71
O -0.81 -0.19 -4.81
I -2.51 1.57 -3.24
H -1.60 -2.79 3.16
H -0.45 -1.47 3.32
H -2.11 -1.11 2.84
H 0.31 -2.10 1.27
H -1.09 -3.11 0.96
H -3.00 0.84 -0.10
H -3.75 -0.72 -0.43
H -3.33 -0.22 1.30
H 0.11 0.61 2.74
H -1.56 0.84 2.07
H -0.24 3.49 2.65
H -1.85 2.85 2.98
H 0.04 3.21 4.94
H 0.11 1.44 4.71
H 1.08 3.17 1.27
H 2.04 3.59 -0.78
H -0.05 -1.26 -2.33
H 1.12 -0.31 -3.22
C 2.34 -3.80 -1.92
O 1.77 -3.56 -0.86
N 1.87 -4.72 -2.80
N 3.48 -3.16 -2.30
H 2.32 -4.93 -3.68
H 1.03 -5.21 -2.55
H 3.85 -2.47 -1.67
H 3.96 -3.34 -3.16
*
```

Results
**Orbital gap**: 7.142 eV
**LUMO level**: -4.22 eV

***

Entry from OMol25: the molecule C6H12O in a non-equilibrium geometry (ωB97M-V/def2-TZVPD).

```
! wB97M-V def2-TZVPD RIJCOSX def2/J DEFGRID3
* xyz 0 1
C 1.17 1.70 -1.24
C 0.40 0.51 -0.56
C 0.26 -0.59 -1.61
C 0.83 -0.38 0.62
O 0.87 -0.06 1.96
C -0.12 -1.03 1.67
C -1.59 -0.80 1.71
H 0.56 2.04 -2.09
H 1.32 2.58 -0.61
H 2.14 1.41 -1.67
H -0.58 0.95 -0.31
H 1.24 -1.06 -1.73
H -0.07 -0.21 -2.58
H -0.44 -1.35 -1.25
H 1.05 -1.47 0.40
H 0.17 -1.97 2.17
H -1.90 -0.15 0.89
H -1.88 -0.38 2.67
H -2.12 -1.76 1.58
*
```

Results
**SMILES string**: CC(C)[C@H]1O[C@H]1C
**Relative energy (zero: lowest compared OMol25 entry of this formula, charge and spin)**: 73.4 kcal/mol
**Orbital gap**: 9.920 eV
**LUMO level**: 1.09 eV

***

Entry from OMol25: a structure of composition CBrClFI in a non-equilibrium geometry (ωB97M-V/def2-TZVPD).

```
! wB97M-V def2-TZVPD RIJCOSX def2/J DEFGRID3
* xyz 0 1
C -0.08 0.01 0.11
F -0.57 0.62 1.17
Cl -0.65 1.19 -1.28
Br -0.80 -1.78 -0.09
I 2.11 -0.05 0.08
*
```

Results
**Relative energy (zero: lowest compared OMol25 entry of this formula, charge and spin)**: 2.6 kcal/mol
**Orbital gap**: 9.218 eV
**LUMO level**: -0.95 eV

***

Entry from OMol25: the molecule C9H18ClN2P in a non-equilibrium geometry (ωB97M-V/def2-TZVPD).

```
! wB97M-V def2-TZVPD RIJCOSX def2/J DEFGRID3
* xyz 0 1
C -1.20 -2.37 2.74
C 0.52 2.74 -0.57
C -1.49 1.36 -0.55
C 2.04 -0.42 -2.41
C -0.15 -1.60 -2.36
C -1.18 -0.36 4.14
C -0.06 1.34 -1.04
C 0.95 -0.94 -1.52
C -0.54 -1.16 3.00
N -1.64 -3.43 2.72
N 0.66 0.10 -0.58
P 0.18 -0.50 1.24
Cl 1.51 0.72 2.10
H 1.58 2.77 -0.94
H 0.07 3.59 -1.21
H 0.34 2.85 0.50
H -1.47 1.13 0.50
H -2.31 0.65 -0.89
H -1.81 2.43 -0.63
H 1.64 0.10 -3.31
H 2.91 -0.01 -1.87
H 2.53 -1.38 -2.69
H -0.20 -0.95 -3.20
H -1.12 -1.77 -1.81
H 0.05 -2.60 -2.81
H -0.75 0.69 4.12
H -2.31 -0.23 4.16
H -1.02 -0.86 5.04
H 0.07 1.48 -2.15
H 1.45 -1.57 -0.84
H 0.75 -1.79 1.14
*
```

Results
**SMILES string**: CC(C#N)=[P@H](Cl)N(C(C)C)C(C)C
**Relative energy (zero: lowest compared OMol25 entry of this formula, charge and spin)**: 71.2 kcal/mol
**Orbital gap (spin up / spin down)**: 6.954 / 6.933 eV
**LUMO level (spin up / spin down)**: -0.98 / -1.15 eV

***

What did the first record say?
Entry from OMol25: a cluster of 2 separate species, C3H11NOS2 in total in a non-equilibrium geometry (ωB97M-V/def2-TZVPD).

```
! wB97M-V def2-TZVPD RIJCOSX def2/J DEFGRID3
* xyz -1 2
S 1.21 2.51 -1.76
S 1.92 0.40 -1.41
C 1.26 0.06 0.15
C -0.28 -0.49 0.06
N -0.34 -2.00 -0.28
C -0.06 -2.79 0.93
H 0.79 2.68 -0.42
H 1.74 -0.57 0.90
H 1.36 1.00 0.68
H -0.98 0.15 -0.59
H -0.76 -0.31 1.05
H -0.92 -2.04 -1.14
H 0.79 -2.59 1.57
H 0.11 -3.76 0.56
H -0.97 -2.91 1.61
H -2.07 3.06 -0.91
H -0.96 3.87 -0.70
O -1.84 3.74 -0.31
*
```

Results
**<S²>**: 0.754
**Relative energy (zero: lowest compared OMol25 entry of this formula, charge and spin)**: 51.5 kcal/mol
**Orbital gap (spin up / spin down)**: 4.202 / 6.499 eV
**LUMO level (spin up / spin down)**: 3.58 / 3.54 eV